No. 1
{"formula": "CH2ClO3S", "method": "ωB97M-V/def2-TZVPD", "elements": ["C", "O", "O", "O", "S", "Cl", "H", "H"], "positions_angstrom": [[0.802410, 0.689068, -0.101354], [-2.630486, -0.576877, 0.210284], [-0.474159, -1.569751, 0.944536], [-0.424381, 0.460975, -0.679912], [-1.346453, -1.104718, -0.154565], [2.203935, 0.456437, -1.121850], [1.053284, 1.811005, 0.256606], [0.815850, -0.166139, 0.646255]], "forces_ev_per_a": [[-1.85, 0.35, 2.23], [-1.01, 0.79, 0.81], [-0.50, 0.35, 0.06], [0.58, 1.07, -0.16], [1.70, -1.12, -1.12], [1.50, -0.53, -1.63], [-1.33, -2.51, -0.27], [0.91, 1.61, 0.08]], "de_lowest_kcal_mol": 7.78, "spin_multiplicity": 1, "e_tot_ha": -1123.4511, "homo_lumo_gap_ev": 8.2, "homo_ev": -4.5, "total_charge": -1}


No. 2
{"formula": "C4H8Si", "method": "ωB97M-V/def2-TZVPD", "elements": ["C", "C", "C", "C", "Si", "H", "H", "H", "H", "H", "H", "H", "H"], "positions_angstrom": [[-0.809098, -0.978968, -0.839127], [-0.743236, 0.315350, -0.175747], [0.086635, -1.613411, -1.564754], [0.618375, 0.954273, -0.126210], [-0.226821, 0.872307, 1.643851], [-1.778562, -1.309608, -0.624058], [-1.417928, 1.001984, -0.611898], [1.021462, -1.259750, -1.514044], [-0.022030, -2.665758, -1.993936], [0.998027, -0.042717, -0.077551], [1.343858, 1.540288, -0.519695], [-0.993139, 2.080514, 1.696868], [0.004575, 0.237017, 2.952579]], "forces_ev_per_a": [[-0.89, 0.03, 0.32], [0.71, 1.87, 0.08], [-2.44, -3.13, -0.07], [-0.85, -3.65, 4.66], [0.09, 0.32, -3.25], [-1.45, -1.36, -0.44], [-1.66, 0.44, -0.04], [3.53, 1.34, -0.57], [-0.20, 1.75, 0.63], [2.33, -0.45, 0.21], [1.10, 2.50, -1.78], [-0.45, 0.70, 0.61], [0.19, -0.36, -0.35]], "de_lowest_kcal_mol": 73.85, "spin_multiplicity": 1, "e_tot_ha": -446.5386, "homo_lumo_gap_ev": 9.5, "homo_ev": -8.5, "total_charge": 0}


No. 3
{"formula": "C2H2O4S", "method": "ωB97M-V/def2-TZVPD", "elements": ["C", "C", "O", "O", "O", "O", "S", "H", "H"], "positions_angstrom": [[0.364770, 0.330936, 0.752997], [0.430041, 0.430299, -0.744744], [1.208480, -0.072166, 1.508358], [3.158164, -2.348252, 1.375556], [0.803467, 1.354153, -1.397415], [2.413847, -1.339180, -0.706574], [3.103933, -1.175588, 0.551697], [-0.641852, 0.614963, 1.125529], [-0.000198, -0.490351, -1.192698]], "forces_ev_per_a": [[-0.46, 0.49, 0.48], [0.04, -1.03, -0.65], [-0.24, 0.17, 0.23], [0.01, 0.37, 0.08], [0.10, 0.50, 0.16], [0.16, 0.27, 0.25], [0.36, -0.88, -0.54], [0.09, -0.02, 0.16], [-0.08, 0.12, -0.18]], "de_lowest_kcal_mol": 14.11, "spin_multiplicity": 1, "e_tot_ha": -776.4988, "homo_lumo_gap_ev": 9.9, "homo_ev": -10.4, "total_charge": 0}


No. 4
{"formula": "C38H35ClN2Si2Ti", "method": "ωB97M-V/def2-TZVPD", "elements": ["C", "C", "C", "H", "C", "C", "H", "H", "H", "H", "Ti", "Si", "C", "C", "H", "C", "H", "C", "H", "C", "H", "C", "H", "C", "C", "H", "C", "H", "C", "H", "C", "H", "C", "H", "H", "Si", "C", "C", "H", "C", "H", "C", "H", "C", "H", "C", "H", "C", "C", "H", "C", "H", "C", "H", "C", "H", "C", "H", "H", "Cl", "N", "C", "C", "C", "C", "C", "C", "C", "C", "N", "C", "H", "H", "H", "H", "H", "H", "H", "H"], "positions_angstrom": [[-0.822410, 1.207392, 4.342688], [0.382297, 0.884106, 3.652698], [0.407904, 1.631025, 2.419907], [1.202741, 0.275437, 4.033332], [-0.782719, 2.448699, 2.385467], [-1.560097, 2.147215, 3.548743], [-2.465154, 2.665779, 3.852158], [-1.087202, 0.876884, 5.348795], [1.239761, 1.667618, 1.723969], [-1.012415, 3.210211, 1.646586], [-1.345448, 0.357832, 2.241058], [2.195714, 1.257662, -1.552910], [2.732369, -0.416768, -2.217883], [2.363046, -0.721744, -3.536494], [1.654849, -0.074264, -4.072256], [2.904048, -1.821683, -4.202653], [2.614423, -2.019140, -5.238119], [3.791960, -2.664676, -3.531855], [4.198308, -3.543361, -4.041470], [4.119529, -2.402682, -2.199186], [4.766805, -3.100682, -1.665406], [3.601318, -1.281514, -1.544408], [3.859242, -1.080027, -0.503424], [2.661371, 2.296762, -3.103324], [3.975008, 2.259810, -3.613572], [4.760278, 1.726856, -3.069851], [4.287521, 2.856340, -4.839984], [5.301913, 2.796226, -5.234990], [3.312984, 3.532437, -5.581875], [3.560938, 4.005513, -6.538305], [2.012726, 3.606875, -5.080902], [1.238269, 4.144563, -5.642892], [1.700404, 2.984236, -3.858790], [0.665757, 3.014255, -3.513965], [3.044286, 1.654028, -0.391386], [-0.961845, -0.446069, -2.678244], [-0.659982, 1.303748, -2.198468], [0.394175, 1.704056, -1.188079], [0.275972, 1.064147, -0.302052], [0.419075, 3.125103, -0.786716], [1.299986, 3.489942, -0.246446], [-0.643534, 3.936337, -1.079908], [-0.683975, 4.939047, -0.646150], [-1.675218, 3.488674, -1.923333], [-2.498579, 4.157530, -2.132600], [-1.666161, 2.219404, -2.494679], [-2.473961, 1.912011, -3.161388], [-0.216629, -1.658436, -1.495965], [0.144876, -1.346680, -0.170178], [-0.316362, -0.476042, 0.348638], [1.100839, -2.106489, 0.491404], [1.567719, -1.741739, 1.414950], [1.475096, -3.345034, -0.039674], [2.189253, -3.963651, 0.512285], [0.930052, -3.782906, -1.249607], [1.190677, -4.771547, -1.634677], [0.095535, -2.946412, -1.994147], [-0.270786, -3.258594, -2.979237], [-2.338292, -0.660758, -2.831197], [-2.548281, 0.699649, 0.406523], [-0.861754, -1.631294, 2.957883], [-1.962349, -2.257375, 3.669692], [-1.879284, -3.573242, 4.093707], [-2.996975, -4.156569, 4.727094], [-4.148541, -3.419853, 4.939870], [-4.258640, -2.069545, 4.522906], [-5.409619, -1.274469, 4.691172], [-5.378648, 0.030903, 4.233726], [-4.240264, 0.552040, 3.605970], [-3.139168, -0.194005, 3.385254], [-3.118924, -1.487105, 3.874179], [-0.033994, -1.568143, 3.566145], [-0.500610, -2.226491, 2.209424], [-0.964972, -4.142162, 3.932475], [-2.953221, -5.197533, 5.054412], [-5.007407, -3.864636, 5.437790], [-6.299415, -1.699765, 5.168344], [-6.244903, 0.681677, 4.325406], [-4.211283, 1.581054, 3.243996]], "forces_ev_per_a": [[0.68, 0.43, -0.32], [-0.02, 1.39, -0.11], [0.08, 0.95, 1.31], [-0.37, 0.01, -0.24], [0.98, 0.47, 1.01], [1.41, 0.70, -0.05], [0.20, -0.31, -0.22], [-0.08, -0.14, -0.55], [-0.23, -0.10, 0.03], [-0.04, -0.47, -0.02], [-2.53, -1.45, 0.06], [1.18, 0.56, -2.12], [-0.34, -0.16, 0.34], [0.06, -0.06, -0.46], [0.49, -0.22, 0.21], [-0.18, 0.04, 0.17], [0.14, 0.03, 0.35], [-0.14, 0.03, 0.11], [-0.07, 0.35, 0.22], [0.02, -0.14, -0.02], [-0.08, 0.27, -0.13], [-0.09, -0.15, -0.30], [0.07, -0.08, -0.26], [0.12, 0.25, 0.10], [-0.17, 0.10, -0.28], [-0.21, 0.14, -0.16], [0.00, 0.00, 0.12], [-0.21, -0.01, 0.18], [-0.21, -0.01, 0.26], [-0.05, -0.23, 0.41], [0.06, -0.13, 0.18], [0.32, -0.30, 0.29], [-0.01, 0.08, -0.21], [0.27, 0.11, -0.10], [-0.28, -0.16, 0.11], [1.27, 2.09, 0.59], [0.26, -2.58, 1.25], [0.21, -0.58, -0.43], [-0.23, 0.40, 0.02], [-1.04, 0.95, 0.08], [-0.44, 0.04, -0.03], [2.00, -0.07, 1.14], [0.11, -0.19, -0.41], [-1.12, -1.54, -1.21], [-0.11, -0.06, 0.01], [-0.46, 2.23, -0.21], [0.16, 0.21, 0.15], [-0.18, -1.02, 0.35], [0.24, 0.12, -0.35], [0.77, -0.51, -0.86], [-0.25, -0.51, 0.20], [-0.28, -0.21, -0.18], [0.11, 0.05, 0.04], [-0.19, 0.19, -0.35], [-0.09, -0.20, 0.07], [-0.07, 0.31, 0.15], [0.58, 0.56, 0.61], [0.26, 0.16, 0.35], [-1.63, -0.21, -0.46], [-0.42, -0.03, -0.25], [0.83, -0.45, 0.29], [0.47, -1.05, 0.06], [-0.44, 0.77, -0.10], [-0.47, 0.11, 0.23], [0.18, -0.27, 0.01], [1.07, -0.14, -0.26], [0.04, 0.57, -0.22], [-0.50, -0.22, 0.27], [1.24, -1.14, -0.43], [-1.00, -0.11, 0.73], [-1.02, 0.53, -0.17], [-0.58, 0.09, -0.06], [-0.42, -0.14, -0.22], [-0.21, 0.09, 0.00], [0.00, 0.38, -0.10], [0.18, -0.03, -0.09], [0.35, 0.24, -0.20], [0.15, -0.18, 0.08], [-0.08, -0.42, 0.01]], "de_lowest_kcal_mol": 70.98, "spin_multiplicity": 2, "e_tot_ha": -3466.9872, "homo_lumo_gap_ev": [4.8, 4.8], "homo_ev": [-8.5, -8.5], "total_charge": 1}


No. 5
{"formula": "C31H50BrN4OsP3", "method": "ωB97M-V/def2-TZVPD", "elements": ["C", "C", "C", "C", "N", "C", "C", "C", "C", "C", "C", "C", "C", "C", "Os", "P", "H", "H", "H", "H", "H", "H", "H", "H", "C", "C", "H", "H", "H", "H", "H", "C", "C", "H", "H", "H", "H", "H", "C", "C", "H", "H", "H", "H", "H", "Br", "P", "C", "C", "H", "H", "H", "H", "H", "C", "C", "H", "H", "H", "H", "H", "C", "C", "H", "H", "H", "H", "H", "C", "N", "C", "N", "C", "N", "C", "P", "C", "C", "H", "H", "H", "H", "H", "H", "H", "H", "H", "H", "H", "H"], "positions_angstrom": [[3.069441, 4.830333, -1.283606], [1.980676, 4.200635, -1.948042], [2.149925, 3.980441, -3.337112], [2.939893, 4.913362, -4.028426], [3.733904, 5.752090, -3.374817], [3.838660, 5.719630, -2.050745], [0.686043, 4.141454, -1.367645], [-0.431287, 3.911301, -0.827287], [-1.558608, 3.148908, -0.264890], [-1.507982, 1.743731, 0.045771], [-2.668727, 1.125754, 0.640137], [-3.729396, 1.806948, 1.100755], [-3.861385, 3.120184, 0.728952], [-2.796403, 3.760236, 0.089045], [-1.178609, -0.027336, 0.710038], [1.118150, -0.211336, -0.237098], [1.624585, 3.182987, -3.852855], [3.287129, 4.651393, -0.235774], [2.888778, 4.994556, -5.115250], [4.517052, 6.434160, -1.585948], [-2.957335, 4.796693, -0.137075], [-2.180844, -0.834219, -0.422183], [-4.801876, 3.605913, 0.921377], [-2.881270, -0.040149, 0.673942], [1.788619, -1.931728, 0.062150], [2.951148, -2.451794, -0.776163], [0.944167, -2.627184, -0.052890], [2.074789, -1.985170, 1.122184], [3.194156, -3.477568, -0.460652], [2.725706, -2.497919, -1.845307], [3.863938, -1.863146, -0.651918], [1.376301, -0.006399, -2.053295], [2.723054, 0.432251, -2.619405], [0.622455, 0.723812, -2.368394], [1.095016, -0.954989, -2.526256], [2.693871, 0.356993, -3.713727], [2.952133, 1.476690, -2.391082], [3.563472, -0.180678, -2.286700], [2.407713, 0.922583, 0.458741], [3.867657, 0.479153, 0.556889], [2.074300, 1.191392, 1.468937], [2.334504, 1.849016, -0.124837], [4.449756, 1.291338, 1.020561], [3.995506, -0.410663, 1.188001], [4.327721, 0.283877, -0.418421], [-4.577137, 0.544490, 2.370292], [-1.747313, -1.818378, -1.750904], [-0.553062, -2.685765, -2.784764], [-1.147062, -3.962503, -3.397554], [0.332298, -2.926735, -2.166935], [-0.242009, -2.002155, -3.596119], [-0.357468, -4.447220, -3.983159], [-1.483537, -4.669596, -2.630126], [-1.984564, -3.735933, -4.072393], [-2.653809, -3.068533, -0.773926], [-4.120031, -3.158832, -1.154567], [-2.575869, -2.783917, 0.290119], [-2.109134, -4.015188, -0.877620], [-4.617326, -3.808746, -0.424283], [-4.634742, -2.185644, -1.126009], [-4.238428, -3.592783, -2.154433], [-2.708616, -0.656601, -2.773372], [-3.132141, -1.210444, -4.120186], [-2.078850, 0.241729, -2.902585], [-3.577726, -0.333229, -2.184987], [-3.742296, -0.457331, -4.626812], [-2.275376, -1.425844, -4.765533], [-3.735377, -2.116861, -4.013662], [1.256599, -1.578325, 5.047190], [1.248776, -0.113880, 4.939181], [0.051767, 0.454159, 5.573901], [-1.160273, -0.148291, 5.012437], [-1.153860, -1.616306, 5.075630], [0.047814, -2.165366, 4.434707], [0.036960, -2.052155, 2.996110], [-0.051776, -0.236408, 2.587915], [1.425705, 0.335244, 3.563583], [-1.436504, 0.344186, 3.692055], [1.244061, -1.846678, 6.113918], [2.151289, -1.975496, 4.550966], [0.023077, 1.540573, 5.399911], [0.073979, 0.226873, 6.647013], [-2.052276, -2.010123, 4.578777], [-1.130758, -1.912049, 6.134209], [0.951454, -2.490530, 2.576617], [-0.822678, -2.557543, 2.538187], [1.495867, 1.429104, 3.517578], [2.359053, -0.081837, 3.161472], [-2.411422, -0.038062, 3.364424], [-1.493743, 1.441354, 3.684074]], "forces_ev_per_a": [[-0.30, 0.31, -0.80], [0.62, 1.12, -0.60], [0.13, 0.72, 0.20], [-0.04, 0.00, -0.94], [-1.02, -2.02, 1.37], [0.58, 0.83, 0.32], [-3.95, -2.20, 2.52], [3.70, -0.80, -1.72], [-0.76, -0.28, 0.59], [-2.05, 2.29, -0.68], [-0.04, 5.19, -1.03], [-0.99, -1.68, 1.33], [-0.67, -0.04, 0.28], [0.65, -0.17, -0.58], [7.53, -4.09, -4.83], [1.42, -0.44, -0.16], [-0.29, 0.58, -0.24], [-0.23, 0.64, 0.01], [0.09, -0.12, 0.15], [0.08, -0.26, 0.03], [0.14, 0.43, -0.09], [1.03, -0.77, -0.88], [0.04, 0.59, 0.20], [-0.83, -0.56, 0.68], [-0.33, 0.05, 0.28], [0.44, -0.13, -0.20], [0.01, 0.18, 0.16], [-0.06, 0.11, -0.25], [-0.14, 0.30, -0.06], [-0.03, 0.05, 0.11], [-0.21, -0.13, -0.03], [-0.94, 0.10, -0.35], [0.45, 0.08, -0.01], [-0.08, -0.04, -0.04], [0.08, 0.28, 0.25], [-0.08, -0.04, 0.22], [0.00, -0.16, 0.13], [-0.20, 0.06, -0.09], [-0.45, 0.36, 0.46], [0.37, -0.03, -0.05], [0.02, 0.12, -0.39], [-0.10, -0.12, 0.04], [-0.21, -0.28, -0.10], [-0.03, 0.20, -0.18], [-0.15, 0.02, 0.34], [-1.26, 1.53, -0.61], [-1.57, 0.62, 1.28], [1.36, 0.19, -0.15], [-0.48, -0.18, 0.02], [-0.32, 0.02, -0.38], [-0.10, -0.21, 0.44], [-0.14, 0.11, 0.12], [0.13, 0.09, -0.35], [0.29, -0.14, 0.23], [0.09, -0.08, 0.28], [-0.54, -0.37, -0.09], [0.11, -0.05, -0.46], [-0.33, 0.09, -0.02], [-0.02, 0.10, -0.32], [0.21, -0.28, 0.00], [-0.12, 0.08, 0.25], [0.00, -0.04, 0.07], [-0.22, -0.08, -0.42], [-0.04, -0.29, 0.16], [0.14, -0.10, 0.00], [0.07, -0.16, 0.00], [-0.14, 0.01, 0.07], [0.05, 0.17, -0.09], [-0.49, -0.11, 0.26], [-0.30, 0.05, -0.51], [0.43, 0.30, 0.99], [1.12, 0.01, -1.41], [-0.19, -1.03, 0.80], [0.01, 0.06, 0.47], [-0.23, 0.34, 0.53], [-0.35, -1.22, 0.88], [0.01, 0.43, 0.41], [-0.92, 0.03, 1.95], [0.22, 0.05, -0.34], [-0.22, 0.04, 0.27], [-0.01, -0.39, 0.25], [0.09, 0.17, -0.22], [0.24, 0.16, 0.28], [-0.17, 0.07, -0.32], [-0.27, 0.16, 0.17], [0.13, -0.01, 0.26], [0.02, -0.16, 0.11], [-0.29, 0.00, 0.01], [0.57, -0.08, -0.13], [0.24, -0.17, -0.09]], "de_lowest_kcal_mol": 11.39, "spin_multiplicity": 5, "e_tot_ha": -5117.1064, "homo_lumo_gap_ev": [5.7, 4.9], "homo_ev": [-17.6, -18.8], "total_charge": 4}